Record 1
ORCA calculation (the ωB97M-V functional and the def2-TZVPD basis) on the ion C4H10N3 with charge +1 in a non-equilibrium geometry.

M in g mol⁻¹: 100.145
Structure (SMILES): C[C@H]1CN1/C=N/[NH3+]
Total charge: +1
Multiplicity: 1
Orbital gap in eV: 9.913
Strongest force on any atom in eV/Å: 6.0
DFT total energy in Eh: -322.2977
Energy above the lowest of the compared OMol25 structures with the same formula, charge and spin in kcal per mole: 102.20
HOMO level in eV: -13.688

Each line ends with the natural charge from an NBO analysis.
Cartesian coordinates (Å):
C  0.927  -0.759  -0.444  0.3102
C  -1.583  -1.384  -0.459  -0.1895
C  -1.271  -0.042  0.107  -0.0690
C  -1.941  1.253  -0.099  -0.6373
N  -0.337  -0.677  -0.779  -0.3784
N  1.304  0.061  0.494  -0.3898
N  2.649  0.296  0.682  -0.5418
H  1.503  -1.402  -1.099  0.2007
H  -1.349  -2.300  0.049  0.2292
H  -2.177  -1.336  -1.371  0.2367
H  -0.879  0.035  1.134  0.2279
H  -1.375  1.872  -0.772  0.2313
H  -1.954  1.836  0.850  0.2330
H  -2.939  1.287  -0.402  0.2391
H  3.430  -0.168  0.056  0.4069
H  3.194  0.090  1.594  0.4464
H  2.798  1.338  0.459  0.4445


Record 2
ORCA calculation (the ωB97M-V functional and the def2-TZVPD basis) on a structure of composition C6H7HgMgO6 in a non-equilibrium geometry.

M in g mol⁻¹: 400.011
Total charge: +1
Multiplicity: 3
Orbital gap (alpha / beta) in eV: 5.537 / 6.892
Strongest force on any atom in eV/Å: 5.0
DFT total energy in Eh: -1037.3775
Energy above the lowest of the compared OMol25 structures with the same formula, charge and spin in kcal per mole: 84.72
HOMO level (alpha / beta) in eV: -11.052 / -12.669

Each line ends with the Löwdin spin population.
Cartesian coordinates (Å):
Hg  -1.378  -0.767  1.110  0.5478
O  0.442  -0.336  2.001  0.3379
O  2.066  -1.495  0.956  0.1116
C  1.273  -2.707  0.727  0.0554
C  0.519  -2.635  -0.584  0.0162
O  -0.409  -1.598  -0.614  0.1260
C  1.538  -0.464  1.512  0.5723
H  2.006  -3.521  0.715  0.0025
H  0.602  -2.832  1.587  0.0148
H  0.024  -3.616  -0.708  0.0029
H  1.258  -2.565  -1.403  0.0044
Mg  -0.759  -0.195  -1.820  0.0511
O  -1.566  0.918  -0.293  0.1039
O  0.070  1.707  -1.468  0.0117
C  1.254  2.420  -1.479  0.0255
C  2.306  2.032  -0.727  -0.0078
O  -1.002  3.086  0.009  0.0051
C  -0.978  2.019  -0.537  0.0131
H  1.179  3.356  -2.031  0.0007
H  3.302  2.075  -1.170  -0.0003
H  2.248  2.167  0.354  0.0053


Record 3
ORCA calculation (the ωB97M-V functional and the def2-TZVPD basis) on a structure of composition C35H50N10O5SSb2Ti in a non-equilibrium geometry.

M in g mol⁻¹: 1014.304
Total charge: +1
Multiplicity: 2
Orbital gap (alpha / beta) in eV: 7.224 / 7.180
Strongest force on any atom in eV/Å: 1.4
DFT total energy in Eh: -4015.5988
Energy above the lowest of the compared OMol25 structures with the same formula, charge and spin in kcal per mole: 2.00
HOMO level (alpha / beta) in eV: -9.567 / -9.597

Each line ends with the Löwdin spin population.
Cartesian coordinates (Å):
Ti  0.298  0.476  0.201  0.9411
C  4.236  -0.866  1.240  -0.0007
Sb  2.503  -2.108  1.323  0.0025
C  3.352  -3.374  2.828  0.0017
C  3.046  -3.299  -0.390  0.0006
C  2.049  -4.379  -0.702  0.0001
C  2.016  -5.478  0.166  0.0000
C  1.140  -6.533  -0.002  0.0000
C  0.275  -6.523  -1.090  0.0000
C  0.312  -5.455  -1.966  0.0000
C  1.169  -4.360  -1.793  0.0000
C  1.085  -3.248  -2.797  0.0004
Sb  -0.547  -1.881  -2.448  0.0024
C  -2.162  -3.296  -2.525  0.0008
C  -0.815  -1.272  -4.465  0.0008
H  5.109  -1.498  1.072  -0.0001
H  4.364  -0.334  2.183  0.0000
H  4.151  -0.146  0.429  0.0000
H  4.386  -3.596  2.565  0.0001
H  2.798  -4.305  2.937  0.0000
H  3.335  -2.855  3.786  0.0000
H  4.006  -3.749  -0.129  0.0000
H  3.209  -2.604  -1.210  0.0000
H  2.721  -5.503  0.989  0.0000
H  1.154  -7.366  0.688  0.0000
H  -0.398  -7.350  -1.271  0.0000
H  -0.337  -5.463  -2.834  0.0000
H  0.907  -3.656  -3.794  0.0000
H  1.986  -2.640  -2.843  0.0000
H  -2.145  -3.814  -3.483  0.0001
H  -3.101  -2.747  -2.441  0.0000
H  -2.105  -4.033  -1.727  0.0000
H  -0.746  -2.153  -5.105  0.0001
H  -0.058  -0.546  -4.752  0.0000
H  -1.806  -0.830  -4.580  0.0000
C  -1.125  -3.325  0.975  0.0003
C  -1.762  -1.985  0.785  0.0002
O  -1.116  -0.925  0.890  0.0015
N  -3.067  -1.968  0.520  0.0003
C  -3.902  -0.786  0.330  0.0001
C  -3.745  -0.104  -1.010  0.0004
C  -4.833  0.060  -1.858  0.0002
C  -4.638  0.712  -3.067  -0.0002
C  -3.369  1.166  -3.385  0.0001
C  -2.344  0.954  -2.473  0.0000
N  -2.526  0.342  -1.306  0.0048
H  -0.839  -3.422  2.024  0.0001
H  -0.211  -3.401  0.386  0.0001
H  -1.789  -4.145  0.710  0.0000
H  -3.501  -2.868  0.400  0.0000
H  -3.697  -0.079  1.135  0.0000
H  -4.931  -1.121  0.456  0.0000
H  -5.807  -0.323  -1.585  0.0000
H  -5.464  0.851  -3.752  0.0000
H  -3.165  1.671  -4.319  0.0000
H  -1.330  1.280  -2.680  -0.0001
C  1.428  1.641  5.921  0.0000
N  0.550  1.019  4.939  0.0000
C  -0.406  0.035  5.409  0.0000
C  0.761  1.136  3.597  0.0004
N  0.315  0.349  2.689  0.0004
N  1.513  2.254  3.245  0.0031
C  2.115  2.458  2.023  0.0064
N  2.908  3.561  1.967  0.0040
N  1.920  1.668  1.030  -0.0011
H  1.405  1.051  6.835  0.0000
H  1.115  2.658  6.175  0.0000
H  2.462  1.648  5.576  0.0000
H  -0.722  0.302  6.414  0.0000
H  0.007  -0.979  5.433  0.0000
H  -1.291  0.041  4.772  0.0000
H  -0.137  -0.469  3.075  0.0002
H  1.659  2.953  3.952  0.0001
H  3.284  3.972  2.803  0.0003
H  3.423  3.727  1.117  0.0001
H  2.517  1.939  0.241  0.0000
O  2.768  1.940  -1.742  0.0008
S  1.824  0.873  -1.995  0.0026
O  1.822  0.317  -3.313  0.0010
O  0.392  1.371  -1.571  -0.0076
O  1.920  -0.203  -0.908  0.0098
C  -2.579  3.288  2.031  -0.0014
C  -1.913  2.155  1.606  0.0076
N  -0.897  2.207  0.733  -0.0014
C  -0.515  3.390  0.264  0.0090
C  -1.123  4.591  0.630  -0.0009
C  -2.168  4.519  1.540  0.0090
C  -0.598  5.888  0.153  0.0001
C  0.013  6.159  -1.000  -0.0014
C  0.191  5.297  -2.194  -0.0001
C  -0.831  4.552  -2.763  -0.0001
C  -0.514  3.831  -3.900  0.0000
N  0.705  3.819  -4.426  -0.0002
C  1.609  4.564  -3.799  0.0001
N  1.414  5.323  -2.727  -0.0002
H  -3.391  3.198  2.737  -0.0003
H  -2.172  1.172  1.970  0.0004
H  0.315  3.386  -0.429  0.0004
H  -2.658  5.428  1.870  0.0005
H  -0.659  6.695  0.875  0.0000
H  0.482  7.131  -1.110  -0.0001
H  -1.834  4.547  -2.358  0.0000
H  -1.266  3.241  -4.414  0.0000
H  2.610  4.558  -4.215  0.0000


Record 4
ORCA calculation (the ωB97M-V functional and the def2-TZVPD basis) on a cluster of 2 separate species, C10H16NO in total in a non-equilibrium geometry.

M in g mol⁻¹: 166.244
Total charge: +1
Multiplicity: 1
Orbital gap in eV: 9.981
Strongest force on any atom in eV/Å: 4.5
DFT total energy in Eh: -520.2965
Energy above the lowest of the compared OMol25 structures with the same formula, charge and spin in kcal per mole: 17.70
HOMO level in eV: -12.635

Each line ends with the natural charge from an NBO analysis.
Cartesian coordinates (Å):
C  -3.914  0.134  0.527  -0.4922
C  -3.071  -0.091  -0.409  0.7042
C  1.391  0.467  1.534  -0.4120
C  2.556  -1.182  0.118  -0.4104
C  2.547  1.190  -0.670  -0.1368
C  0.149  0.428  0.666  -0.2151
C  1.218  -1.258  -0.699  -0.2168
C  2.706  0.258  0.580  -0.2240
C  1.411  1.001  -1.326  -0.0751
C  -4.217  -0.761  1.733  -0.5868
N  0.538  0.083  -0.715  -0.4031
O  -2.233  -0.418  -1.238  -0.5704
H  1.466  1.379  2.061  0.2365
H  1.408  -0.322  2.164  0.2180
H  2.461  -1.788  0.958  0.2210
H  3.354  -1.627  -0.333  0.2368
H  3.434  1.727  -0.930  0.2531
H  -4.636  0.907  0.479  0.2828
H  -0.590  -0.451  0.923  0.2280
H  -0.365  1.403  0.600  0.2382
H  1.515  -1.449  -1.749  0.2380
H  0.505  -1.988  -0.363  0.2315
H  3.515  0.474  1.168  0.2409
H  0.880  1.494  -2.141  0.2437
H  -5.026  -1.348  1.470  0.2332
H  -3.458  -1.564  1.837  0.2143
H  -4.343  -0.173  2.646  0.2384
H  -0.355  0.057  -1.234  0.4840


Q: The highest strongest force on any atom belongs to which entry?
A: C4H10N3


Q: M of number 3 (C35H50N10O5SSb2Ti)?
A: 1014.304 g mol⁻¹


Q: The highest M belongs to which entry?
A: C35H50N10O5SSb2Ti


Q: Which value of M does entry 2 give?
A: 400.011 g mol⁻¹